Record 1
Molecular formula: C11H11N
Method: DFT, ωB97M-V/def2-TZVPD

Summary:
HOMO energy (Eh): -0.325
Gap between HOMO and LUMO (eV): 9.6
SMILES: c1ccccc1.c1ccncc1

```
23
Properties=species:S:1:pos:R:3:lowdin_charge:R:1
C -1.74244 1.27166 0.42319 -0.114
C 0.64152 -0.09347 -0.63073 -0.103
C 1.30883 -1.25668 -0.35709 -0.144
C -1.42654 0.19370 1.24896 -0.105
H -2.82034 1.83739 -1.36677 0.108
N -3.12958 -0.14145 -0.95512 0.058
H -1.32993 2.25834 0.61491 0.104
C -2.82963 -1.15302 -0.14672 -0.156
H 0.78744 -2.22398 -0.63451 0.122
H -3.29913 -2.11324 -0.35339 0.105
C 3.26100 -0.07442 0.16098 -0.092
H -0.73513 0.32910 2.08462 0.123
H 3.18590 2.10862 0.36285 0.107
H -0.45318 -0.21840 -0.84970 0.084
C 2.51580 1.22791 0.14998 -0.104
C 1.22731 1.20497 -0.28351 -0.113
C 2.68699 -1.31811 -0.24577 -0.117
C -1.99343 -1.03905 0.96433 -0.080
H -1.81695 -1.90619 1.57186 0.101
H 0.60831 2.07716 -0.67019 0.118
C -2.57217 1.03576 -0.66864 -0.162
H 4.47973 0.07284 0.19677 0.136
H 3.44560 -2.07943 -0.61633 0.123
```

***

Record 2
Molecular formula: C11H11N2
Method: DFT, ωB97M-V/def2-TZVPD

Summary:
HOMO energy (Eh): -0.481
Net charge: +1
Gap between HOMO and LUMO (eV): 9.5
SMILES: C[C@@H]1c2ccccc2-[n+]2cccn21

```
24
Properties=species:S:1:pos:R:3:lowdin_charge:R:1
H 0.51307 -1.60219 1.44934 0.141
H -2.48733 -1.75832 0.50059 0.116
C 1.83927 1.78439 -0.23968 0.049
C -0.47803 0.83166 0.02731 -0.096
N 0.95921 0.87396 0.14210 -0.018
H 1.53108 2.88922 -0.33603 0.177
C -3.13456 0.28206 0.13637 -0.047
H -0.64762 -2.78611 -0.39479 0.086
C -1.32668 1.92328 -0.12587 0.057
H -0.93114 2.85903 -0.22878 0.088
C 0.30942 -1.33760 0.46088 -0.143
C -0.90467 -0.46226 0.23662 -0.118
C 3.10205 1.09828 -0.09291 0.003
N 1.48947 -0.30900 0.26637 0.025
H 3.59068 -0.95904 0.15007 0.165
H 4.08063 1.52932 -0.07620 0.112
H -4.18869 0.16818 0.40172 0.134
H 1.13644 -3.19750 -0.18109 0.068
H -3.46155 2.13632 -0.53120 0.113
C 2.80482 -0.18282 0.27658 -0.025
C -2.24266 -0.75276 0.30158 0.004
C -2.67334 1.53723 -0.14825 -0.044
C 0.40261 -2.51975 -0.49753 0.015
H 0.71753 -2.04559 -1.49719 0.136
```

***

Record 3
Molecular formula: C11H11N3O4
Method: DFT, ωB97M-V/def2-TZVPD

Summary:
HOMO energy (Eh): -0.321
Gap between HOMO and LUMO (eV): 7.5
SMILES: C=C(CC(=O)O)N(N=O)C(=O)Nc1ccccc1

```
29
Properties=species:S:1:pos:R:3:lowdin_charge:R:1
H -2.36808 0.64679 -4.52583 0.108
C -0.21855 -1.04504 -1.78819 -0.017
N 2.33326 -0.74427 1.22330 0.044
C 0.60751 0.40881 4.08819 -0.452
H 1.40371 1.81706 -1.94360 0.131
N 1.24963 -0.05804 0.77416 -0.057
H 2.04753 0.94033 5.15722 0.114
C -1.26138 -1.73794 -2.39970 -0.086
O 1.87159 0.15675 4.62290 0.085
C 0.06163 0.30732 -2.12676 -0.253
O 2.42744 -1.85052 0.72658 0.094
C -0.73222 0.88083 -3.10294 -0.047
H -1.85922 0.94942 1.87996 0.077
O 2.37589 1.74814 -0.01340 0.102
H -1.11041 1.31537 0.22345 0.060
H -1.39582 -2.79167 -2.17049 0.107
N 1.01548 1.06442 -1.46938 0.152
O -0.03809 1.38671 4.38015 0.106
H -0.63163 1.95486 -3.38396 0.125
C -0.98660 0.85585 1.20856 0.095
H -0.93831 -0.83714 3.22790 0.120
H 0.37717 -1.59078 -1.08444 0.087
C 0.10581 0.08666 1.60007 -0.229
C 1.59368 0.84459 -0.22532 -0.450
H -2.83336 -1.71075 -3.78823 0.095
C -2.05259 -1.11983 -3.34750 -0.102
H 0.64393 -1.51463 2.97781 0.116
C 0.08310 -0.55956 3.00536 -0.041
C -1.77109 0.19626 -3.72590 -0.083
```

***

Record 4
Molecular formula: C11H11NO
Method: DFT, ωB97M-V/def2-TZVPD

Summary:
HOMO energy (Eh): -0.290
Gap between HOMO and LUMO (eV): 8.2

```
24
Properties=species:S:1:pos:R:3:lowdin_charge:R:1
C -1.87235 -0.11984 -0.07896 -0.403
H -4.04145 -0.02931 0.91374 0.097
C 2.85767 -1.48494 0.22546 -0.054
H -0.50681 -3.33878 -0.16344 0.146
H -3.76651 1.25380 -0.94010 0.153
H 0.75860 3.95971 -0.10443 0.102
C 1.69060 -2.10017 0.05816 -0.102
C 1.67250 0.78950 -0.12795 -0.278
C -3.22835 0.66616 0.23070 -0.102
H -2.74620 -2.10992 -0.06321 0.107
H -0.17672 2.61093 0.58565 0.047
H 3.82031 0.52178 -0.24513 0.114
C -0.65541 -2.20112 -0.19413 -0.028
C 0.47982 -1.40620 -0.13691 -0.188
H 3.78417 -1.92237 0.34679 0.073
H 0.11031 2.30305 -0.96947 0.082
H -2.85337 1.76116 1.08450 0.154
N -0.81491 0.62085 -0.12914 0.077
C 0.46214 0.02669 -0.26487 -0.084
C -1.84467 -1.51827 -0.24892 -0.046
H 1.54225 -3.18655 0.40468 0.134
C 0.57522 2.85589 -0.12908 0.009
O 1.89721 2.07254 0.07220 -0.050
C 2.85592 -0.02457 -0.12616 0.040
```

***

Record 5
Molecular formula: C11H11NO2S
Method: DFT, ωB97M-V/def2-TZVPD

Summary:
HOMO energy (Eh): -0.317
Gap between HOMO and LUMO (eV): 9.3
SMILES: O=C(Cc1cccs1)NCc1ccco1

```
26
Properties=species:S:1:pos:R:3:lowdin_charge:R:1
H -1.78644 0.51585 -1.08490 0.143
C 0.16081 0.96305 -0.60087 -0.486
O 0.92779 1.57324 0.10532 0.082
H 4.61567 -2.65360 -0.78251 0.056
C -4.50768 -0.02883 2.26683 -0.066
H -3.13485 -1.17712 3.58768 0.120
S 2.27312 -2.11689 -1.14480 1.024
H 5.28646 -0.15806 -1.23324 0.100
H -1.00921 2.22080 1.18544 0.131
C 0.60229 0.04892 -1.75122 -0.118
H -5.49774 -0.35638 2.50809 0.099
H -4.79959 1.49789 0.66703 0.107
C -3.34232 -0.45590 2.82254 -0.120
C -1.82046 1.84957 0.55256 -0.092
H 0.55945 0.64881 -2.66612 0.132
N -1.18431 1.05498 -0.48343 0.069
C 1.98792 -0.45231 -1.53742 -0.549
C -2.77993 1.03240 1.34978 -0.274
C 3.96555 -1.83648 -1.02412 -0.423
C -4.14128 0.94022 1.30145 -0.030
C 4.28189 -0.54052 -1.26297 -0.186
H 3.19275 1.30654 -1.76236 0.116
O -2.29511 0.17764 2.27464 0.060
H -0.09057 -0.78786 -1.84956 0.106
H -2.35262 2.69535 0.10401 0.132
C 3.14916 0.25293 -1.55601 -0.133
```

***

Record 6
Molecular formula: C11H11NSY
Method: DFT, ωB97M-V/def2-TZVPD

Summary:
HOMO energy (alpha / beta) (Eh): -0.657 / -0.645
Net charge: +3
Gap between HOMO and LUMO (alpha / beta) (eV): 6.5 / 6.3

```
25
Properties=species:S:1:pos:R:3:lowdin_charge:R:1
S -0.86400 2.16013 -0.03514 0.803
H 2.64857 -3.48798 1.98061 0.146
H -2.11224 3.59327 -1.99981 0.166
C -1.24326 6.54902 -0.89627 0.039
C 0.32065 -5.60127 -0.31973 -0.117
C 1.98072 -4.05214 1.33984 -0.082
H -0.06129 6.89221 0.85696 0.144
C -0.96545 3.83938 -0.32324 -0.700
H -0.30238 -6.22201 -0.95430 0.147
H 1.01636 -4.36282 -1.92704 0.146
H -2.40823 5.81222 -2.58363 0.162
Y -0.70776 -3.62766 1.01925 1.736
C 1.88075 -3.76120 -0.02987 -0.073
C 1.24274 -5.10594 1.89087 -0.116
H 2.49161 -2.97756 -0.46069 0.141
C 0.40371 -5.88881 1.06290 -0.137
H 0.18701 4.45958 1.36016 0.126
H -0.13319 -6.73509 1.47627 0.144
C -1.82400 5.57844 -1.70390 0.026
H -1.36953 7.59281 -1.14656 0.143
N -1.67463 4.29053 -1.40574 0.082
C -0.37504 4.79492 0.50095 -0.022
H 1.32400 -5.34733 2.94498 0.147
C 1.06226 -4.54465 -0.85947 -0.083
C -0.51736 6.15198 0.21259 0.033
```

***

Across the entries above, F_max takes the values 4.3, 3.8, 4.7, 5.7, 1.0, 0.5 eV/A, respectively.